# 1
This record from the OMol25 dataset describes a structure of composition C26H22N3O9S3Sc. The level of theory is wB97M-V/def2-TZVPD.

Geometry as XYZ:
```
64
Properties=species:S:1:pos:R:3:mulliken_charge:R:1
Sc -0.592 -0.292 0.339 0.020
O 5.775 2.878 0.536 -0.716
C 4.880 3.253 -0.239 0.433
O 4.773 4.213 -1.020 -0.715
C 3.548 2.473 -0.044 -0.419
C 3.489 1.376 0.801 -0.714
C 2.303 0.684 0.917 0.423
N 1.189 1.071 0.282 0.400
C 1.221 2.172 -0.480 0.649
C 2.389 2.877 -0.690 -0.809
C -0.104 2.583 -1.005 0.804
C -0.259 3.462 -2.065 -0.731
C -1.541 3.765 -2.488 -0.486
C -2.624 3.203 -1.828 -0.873
C -2.377 2.348 -0.774 -0.165
N -1.146 2.035 -0.370 -0.146
C 2.139 -0.506 1.788 0.807
C 3.216 -1.256 2.232 -0.873
C 2.980 -2.343 3.056 -0.469
C 1.678 -2.642 3.427 -0.906
C 0.659 -1.855 2.930 0.059
N 0.875 -0.815 2.119 0.108
H 4.381 1.114 1.356 0.624
H 2.457 3.753 -1.322 0.529
H 0.606 3.892 -2.551 0.415
H -1.691 4.434 -3.325 0.434
H -3.640 3.414 -2.132 0.427
H -3.187 1.890 -0.219 0.608
H 4.219 -0.991 1.928 0.397
H 3.805 -2.951 3.406 0.444
H 1.451 -3.471 4.084 0.470
H -0.374 -2.051 3.190 0.435
O -2.240 -2.699 -1.786 -0.713
S -2.572 -1.318 -2.014 1.581
O -2.809 -0.931 -3.371 -0.786
O -1.592 -0.377 -1.351 -0.536
C -4.077 -1.007 -1.102 -0.040
C -5.198 -0.715 -1.866 -0.470
C -6.415 -0.449 -1.256 -0.632
C -6.523 -0.468 0.123 -0.647
C -5.414 -0.752 0.902 -0.849
C -4.190 -1.022 0.298 0.199
S -2.849 -1.195 1.455 1.578
O -3.393 -1.662 2.686 -0.673
O -2.238 0.169 1.509 -0.489
O -1.765 -2.030 0.890 -0.320
H -5.092 -0.702 -2.942 0.565
H -7.280 -0.223 -1.866 0.418
H -7.473 -0.259 0.599 0.408
H -5.476 -0.774 1.981 0.509
O 0.655 -1.723 -0.498 -0.286
S 0.586 -2.909 -1.481 0.292
C -0.040 -4.331 -0.552 -0.417
C 1.149 -4.993 0.123 -0.269
C 2.277 -4.950 -0.906 -0.744
C 2.307 -3.516 -1.423 -0.422
H -0.512 -4.966 -1.306 0.587
H -0.814 -3.949 0.109 0.051
H 0.908 -6.012 0.426 0.466
H 1.431 -4.431 1.017 -0.094
H 2.059 -5.642 -1.722 0.322
H 3.242 -5.229 -0.483 0.393
H 2.747 -3.405 -2.413 0.447
H 2.798 -2.833 -0.728 0.104
```

For the HOMO-LUMO gap, the calculation gives 0.2558 Eh. The spin multiplicity is 1. The charge is 0.

=====

# 2
This record from the OMol25 dataset describes an isolated molecule of C5H12O. The level of theory is wB97M-V/def2-TZVPD.

Geometry as XYZ:
```
18
Properties=species:S:1:pos:R:3:mulliken_charge:R:1
C 2.131 -0.040 -0.683 -1.020
C 1.533 0.519 0.604 -0.281
O 0.306 -0.055 0.998 -0.413
C -0.769 0.159 0.091 0.527
C -1.001 -1.099 -0.739 -1.275
C -2.012 0.519 0.897 -1.455
H 1.431 0.054 -1.521 0.271
H 2.396 -1.099 -0.571 0.278
H 3.029 0.536 -0.932 0.363
H 2.223 0.334 1.433 0.304
H 1.426 1.613 0.505 0.330
H -0.518 1.006 -0.571 0.347
H -1.846 -0.956 -1.422 0.356
H -1.227 -1.930 -0.060 0.316
H -0.112 -1.366 -1.319 0.303
H -1.878 1.460 1.440 0.330
H -2.232 -0.281 1.613 0.333
H -2.880 0.625 0.237 0.386
```

For the HOMO-LUMO gap, the calculation gives 0.3969 Eh. The spin multiplicity is 1. The charge is 0. The SMILES is CCOC(C)C.

=====

# 3
This record from the OMol25 dataset describes a structure of composition C13H22CoN5O3S2. The level of theory is wB97M-V/def2-TZVPD.

Geometry as XYZ:
```
46
Properties=species:S:1:pos:R:3:mulliken_charge:R:1
Co -0.360 -0.007 0.771 1.191
N 1.151 3.690 2.024 -0.353
C 1.146 2.423 1.657 0.591
O 0.076 1.764 1.658 -0.641
C 2.439 1.781 1.223 -0.289
C 2.407 0.310 1.436 -1.348
H 0.285 4.156 2.247 0.276
H 2.003 4.227 2.047 0.224
H 3.281 2.240 1.756 0.482
H 2.582 2.032 0.167 0.306
H 2.143 -0.067 2.417 0.412
H 3.003 -0.336 0.807 0.513
N -1.732 0.654 3.831 -0.297
C -2.320 -0.286 3.083 0.688
N -3.264 -1.059 3.624 -0.417
O -2.005 -0.452 1.867 -0.628
H -1.973 0.796 4.797 0.186
H -1.118 1.308 3.371 0.204
H -3.565 -0.965 4.578 0.191
H -3.619 -1.828 3.081 0.251
C 1.569 -4.107 0.396 -1.131
S 1.274 -2.517 -0.349 0.520
C 0.250 -3.019 -1.720 -0.960
O 0.303 -1.850 0.647 -0.693
H 0.617 -4.590 0.608 0.355
H 2.132 -3.938 1.311 0.383
H 2.166 -4.701 -0.297 0.446
H 0.849 -3.640 -2.386 0.481
H -0.055 -2.115 -2.245 0.193
H -0.612 -3.567 -1.342 0.359
N -3.427 0.461 -0.541 -0.351
C -2.402 0.646 -1.378 0.692
N -1.140 0.484 -1.026 0.227
C -0.281 0.732 -2.105 -0.439
C 1.103 0.620 -2.080 0.149
C 1.819 0.899 -3.234 -1.161
C 1.165 1.288 -4.401 -0.573
C -0.216 1.398 -4.437 -0.545
C -0.924 1.110 -3.280 0.611
S -2.653 1.127 -3.027 -0.240
H -3.256 -0.011 0.337 0.168
H -4.373 0.593 -0.853 0.214
H 1.618 0.307 -1.175 0.432
H 2.897 0.813 -3.232 0.459
H 1.740 1.503 -5.292 0.430
H -0.724 1.694 -5.344 0.433
```

For the HOMO-LUMO gap (alpha / beta), the calculation gives 0.3429 / 0.2717 Eh. The spin multiplicity is 5. The charge is +2.

=====

# 4
This record from the OMol25 dataset describes an isolated molecule of C5H14N2O. The level of theory is wB97M-V/def2-TZVPD.

Geometry as XYZ:
```
22
Properties=species:S:1:pos:R:3:mulliken_charge:R:1
C -0.152 -0.090 0.113 1.214
C 0.238 0.682 -1.156 -0.280
C -1.617 -0.511 0.115 -1.743
C -0.101 -0.169 -2.444 -1.507
C 0.253 0.507 2.549 -0.991
N 0.046 0.967 1.192 -0.365
N 0.687 -1.266 0.216 -0.658
O 1.606 1.021 -1.135 -0.593
H 2.105 0.250 -1.429 0.386
H 0.785 1.619 0.945 0.286
H -0.318 1.621 -1.193 0.481
H 0.353 -1.896 0.934 0.281
H 1.649 -1.014 0.418 0.236
H -2.244 0.327 -0.173 0.329
H -1.771 -1.332 -0.578 0.459
H -1.903 -0.831 1.113 0.400
H -1.172 -0.245 -2.598 0.362
H 0.342 0.330 -3.304 0.410
H 0.330 -1.163 -2.344 0.372
H 0.305 1.375 3.207 0.356
H 1.174 -0.081 2.695 0.291
H -0.597 -0.103 2.859 0.275
```

For the HOMO-LUMO gap, the calculation gives 0.3467 Eh. The spin multiplicity is 1. The charge is 0. The SMILES is CN[C@](C)(N)[C@H](C)O.

=====

# 5
This record from the OMol25 dataset describes a cluster of 2 separate species, C4H13N2 in total. The level of theory is wB97M-V/def2-TZVPD.

Geometry as XYZ:
```
19
Properties=species:S:1:pos:R:3:mulliken_charge:R:1
N -0.865 0.408 0.591 -0.152
C -0.690 1.756 0.134 -0.206
C -0.368 2.677 1.335 -1.088
N 0.579 -1.099 -0.868 -0.052
C -0.056 -2.195 -1.493 -0.678
C 1.474 -1.528 0.159 -0.659
H -0.431 -0.266 -0.175 0.463
H -1.809 0.197 0.943 0.323
H -0.865 2.445 2.271 0.374
H -1.618 1.987 -0.426 0.375
H 0.162 1.770 -0.549 0.342
H -0.461 3.721 1.038 0.349
H 0.692 2.520 1.550 0.336
H -0.738 -1.768 -2.229 0.365
H -0.666 -2.863 -0.870 0.406
H 0.760 -2.767 -1.986 0.389
H 0.838 -1.820 1.020 0.408
H 2.113 -0.712 0.505 0.318
H 2.106 -2.369 -0.150 0.385
```

For the HOMO-LUMO gap (alpha / beta), the calculation gives 0.2527 / 0.2509 Eh. The spin multiplicity is 2. The charge is +2.

=====

# 6
This record from the OMol25 dataset describes an isolated molecule of C4H7NO2. The level of theory is wB97M-V/def2-TZVPD.

Geometry as XYZ:
```
14
Properties=species:S:1:pos:R:3:mulliken_charge:R:1
C 1.768 -1.513 -0.420 -0.929
C 0.809 -0.726 0.446 0.645
N -0.179 -0.052 -0.226 -0.219
O 0.908 -0.693 1.661 -0.618
C -1.234 0.629 0.488 -0.439
C -1.537 1.968 -0.155 0.032
O -2.651 2.365 -0.393 -0.460
H 1.649 -2.576 -0.189 0.258
H 1.618 -1.357 -1.493 0.287
H 2.788 -1.233 -0.149 0.274
H -0.291 -0.214 -1.216 0.245
H -2.155 0.038 0.554 0.269
H -0.854 0.794 1.506 0.321
H -0.640 2.571 -0.414 0.334
```

For the HOMO-LUMO gap, the calculation gives 0.3922 Eh. The spin multiplicity is 1. The charge is 0. The SMILES is CC(=O)NCC=O.

=====

The records above yield DFT total energy values of -3800.95058 -272.93019 -3186.79888 -383.65108 -268.79020 -361.85590 Eh, respectively.